Entry 1:
Here is C36H40IrN5O2P2 as an isolated structure at a distorted geometry from the Open Molecules 2025 dataset. Energies are from ωB97M-V with the def2-TZVPD basis set.

Structure (ORCA input):
```
! wB97M-V def2-TZVPD RIJCOSX def2/J DEFGRID3
* xyz 2 1
C -2.3582 1.6387 -1.0359
C -3.6165 3.9542 3.7779
C -2.1778 2.7591 1.7101
C -1.1643 -1.1625 -3.2176
C 4.6515 1.5315 -1.2850
N -2.5216 0.2950 5.3447
C -2.6247 -2.3718 3.5557
P -1.2563 1.9121 0.3933
H 1.5190 -2.2701 -2.4309
H 1.3415 2.2053 1.5458
C 2.3198 4.5594 -0.6787
C -0.3844 -1.2532 -2.0905
C 1.2903 2.8884 0.7013
H 3.1705 5.1846 -0.9147
C -1.7956 4.0026 2.2018
P 1.4338 -1.4930 -0.1470
H -2.7896 0.2932 -3.7169
H -0.8072 3.9064 -1.7776
H -1.1117 -1.8041 -4.0809
H -2.4011 -0.3723 2.7847
C 3.4015 -3.4058 0.3009
C -2.5187 4.5986 3.2313
H -2.2261 5.5734 3.5976
H -1.7584 -2.3564 5.5253
H 1.6777 0.3422 -2.3739
C 3.8001 -0.1026 0.2557
C 0.1305 2.9633 -0.0758
H -0.8702 2.1252 4.8587
H -4.8754 2.2139 3.7044
N -0.6951 1.6376 5.7242
H 4.8359 -4.9722 0.5512
H -2.7253 0.9091 4.5666
H 3.9385 -2.9550 -0.5252
H 0.2090 1.7753 6.1424
C -0.4637 -0.8958 3.4655
H -3.6668 -0.9472 6.5813
N -1.5476 -1.6177 1.4008
C -3.3675 -0.8917 5.5328
H -3.3872 -3.0095 5.4438
H 0.6295 -2.9934 2.2094
H -0.9387 4.5135 1.7808
C 1.1741 4.6316 -1.4585
H 0.3827 -3.1995 -1.4562
C 1.5302 -3.4468 1.8163
C 2.2007 -2.8545 0.7513
H -4.2825 -0.6889 4.9743
H -0.2330 0.0082 7.5913
O 0.0911 0.0436 2.7797
H 1.1315 5.3094 -2.2998
H -2.4377 2.5542 -1.6248
C -2.7380 -2.2127 5.0756
H -2.2002 -3.3537 3.3283
C -2.0460 -0.0655 -3.0249
C 3.9056 -4.5472 0.9025
C 4.7787 0.8070 -0.1064
H -1.5722 -1.0185 7.3094
C 2.5510 0.4615 -1.7437
C 2.0358 -4.5897 2.4156
H 5.4294 2.2254 -1.5753
C -4.0014 2.7063 3.2951
C -1.4304 0.5741 6.0511
H -1.1671 -2.5585 1.3072
C -3.2807 2.1111 2.2712
C 0.0771 3.8379 -1.1587
C -1.8205 -1.2928 2.8409
H 3.8978 -0.6631 1.1773
H -4.1867 4.4294 4.5641
H 3.6178 -6.0351 2.4169
H -2.3992 -1.5925 0.8430
H -3.3607 1.4288 -0.6527
H 1.5131 -5.0433 3.2467
N -0.7201 -0.2398 -1.2106
H 3.4318 1.9467 -3.0034
H -3.6023 1.1511 1.8799
N -1.1056 -0.1502 7.1171
H 5.6455 0.9441 0.5257
C 2.3799 3.6880 0.4003
C -1.7643 0.4698 -1.7914
Ir -0.2395 -0.1838 0.7444
C 0.7255 -2.1863 -1.6831
C 2.6967 -0.2975 -0.5767
C 3.5352 1.3680 -2.0956
O -0.0015 -1.3920 4.4700
H 3.2747 3.6301 1.0045
H -3.6360 -2.3708 3.1337
C 3.2217 -5.1421 1.9538
*
```

For the max |F|, the calculation gives 1.65 eV/A. For the HOMO-LUMO gap, the calculation gives 0.222 hartree.

Entry 2:
Here is C36H40O3P2PdS as an isolated structure at a distorted geometry from the Open Molecules 2025 dataset. Energies are from ωB97M-V with the def2-TZVPD basis set.

Structure (ORCA input):
```
! wB97M-V def2-TZVPD RIJCOSX def2/J DEFGRID3
* xyz 2 5
C 1.7176 -1.2569 -4.8567
C -0.5788 -5.0905 2.4449
H 4.0750 0.1044 -0.9547
H -0.7350 -2.3531 -0.5337
C -1.9817 0.2520 3.4471
Pd 1.0919 0.1020 -0.1976
C 0.9867 0.8264 3.8714
H -1.8380 2.6505 0.1849
O 0.9629 -3.3344 1.1840
H -0.0164 -6.0219 2.3037
H -1.1646 -5.1365 3.3693
C 2.1764 0.8575 -1.5465
H 0.2053 1.4882 4.2333
H 3.3148 -2.7550 -4.7772
H -1.6596 -0.7801 3.2175
C -2.0944 2.6563 2.7847
P -0.2809 1.1775 1.4128
C 1.7692 -0.7496 2.1985
H 3.8145 -0.8203 4.8522
C 0.2000 -1.1409 -2.9626
S 0.3695 -3.5218 2.5262
C 1.3322 1.9584 -1.8016
H 0.6658 1.8428 -2.6601
C -2.4918 -1.1318 -4.3418
P -1.0929 -0.4021 -1.9917
C -2.8899 0.5198 4.4777
C 2.8214 -1.1417 3.0234
H 0.1476 0.2168 -4.6755
H 2.2806 1.0004 5.6103
C 3.6091 1.0686 -1.1281
H -4.0711 1.9905 5.5252
H 0.4025 -2.9770 -1.7402
O -0.7361 -2.5803 2.7754
C -1.5685 1.3570 2.6595
C 0.7807 -2.3798 -2.5591
C -4.8674 -0.8444 -4.6429
H -5.9644 0.0122 -2.9847
H 2.4827 -3.6640 -2.6305
H 3.8721 3.0053 -0.1405
C 0.6649 -0.6243 -4.1956
C 2.0900 0.5094 4.6654
H -3.4268 3.8615 3.9823
C 1.9494 -2.8532 -3.1326
H -3.9237 0.2605 -1.5611
H -3.2515 -0.3248 5.0807
H 2.0630 4.4897 0.4253
H 0.3637 4.2746 0.2696
H 1.9494 -1.0116 -5.8772
H -1.9959 3.4334 2.0265
C 2.6305 1.8658 1.0521
C -1.2024 1.7577 -0.0584
H 3.0228 1.5168 1.9924
H -1.2880 -4.9771 1.6225
H -2.0322 1.7678 -1.9362
H -1.5046 -1.4366 -4.7013
C -3.8594 -0.1816 -2.5616
H 1.7575 -1.1225 1.1501
C 3.7803 1.9669 0.1518
H -2.3460 -1.9158 -1.0769
H 0.9100 4.1226 -1.9506
C -3.3772 1.8270 4.6732
H 2.5408 3.6653 -1.5408
C -4.9960 -0.2996 -3.3653
C -2.6124 -0.6090 -3.0470
H -1.7507 -1.3262 0.3866
H -5.7508 -0.9764 -5.2582
C -1.4527 -1.5269 -0.6287
C 1.3027 3.7582 0.1216
C -3.6302 -1.2506 -5.1404
H 3.4880 -1.9415 2.6396
C 0.8653 0.2573 2.6083
H -3.5303 -1.6632 -6.1374
C 1.4959 3.3936 -1.3390
O 1.3613 -3.7034 3.6009
C 2.9862 -0.4864 4.2390
H 4.7673 1.7110 0.5888
H 1.2442 2.9016 2.1455
C 2.4360 -2.2956 -4.3053
C -1.4495 1.1455 -1.2662
C 1.4412 2.5619 1.0828
C -2.9980 2.8740 3.8194
H 4.2046 1.5157 -1.9157
H 2.0163 0.0838 -2.3055
*
```

The value obtained for the energy above the lowest of the compared OMol25 structures with the same formula, charge and spin is 471.2 kJ/mol. For the max |F|, the calculation gives 4.63 eV/A. For the HOMO-LUMO gap (alpha / beta), the calculation gives 0.222 / 0.163 hartree.

Entry 3:
Here is C36H41AlN9S as an isolated structure at a distorted geometry from the Open Molecules 2025 dataset. Energies are from ωB97M-V with the def2-TZVPD basis set.

Structure (ORCA input):
```
! wB97M-V def2-TZVPD RIJCOSX def2/J DEFGRID3
* xyz -1 1
N 2.2867 0.1475 0.0881
C 2.1384 -3.5654 -1.3358
C -3.0316 -2.2830 -1.8951
H -3.3567 -0.5379 -3.1418
H -4.2402 2.2726 -2.3686
Al 0.2293 -0.0841 0.1431
C -0.1234 1.5310 -3.0492
N -1.2841 -0.9685 0.0824
C 2.6617 -0.8689 1.0048
N 1.0504 -1.6170 -1.2258
C -0.2894 2.9109 -2.8122
C 2.2841 -2.1981 0.7488
N 1.5147 2.1201 -1.8409
C 5.5016 1.8897 -0.6113
H -2.3109 1.9703 3.8006
H -1.6661 -3.8121 -2.6539
H -2.0911 -1.6147 -3.7561
H 0.4481 -1.5016 -3.2051
H 5.6573 5.0441 -1.7072
C 1.6281 -3.3139 -2.5812
H 3.5352 0.3852 2.4980
C -5.4458 -1.3082 0.8600
C -2.0142 -3.4130 -1.6944
C -3.0527 1.4132 3.2204
H 3.9125 -1.4133 4.1190
H -0.7659 0.8593 -3.6006
H -3.3766 0.8661 -1.6931
C 3.2150 1.0025 -0.4174
C -1.5598 2.1934 -0.6737
H 4.9880 0.0988 0.4063
H -3.3030 4.6822 -1.5242
N -0.5773 1.6562 -0.4013
C 3.4652 -1.6484 3.1587
H -5.4930 -2.3302 -1.0239
H -6.5041 -1.4221 1.0607
C 3.1937 -4.0459 3.9308
H -4.5280 1.7304 -0.6841
H -3.4809 2.0815 2.4659
H -3.8432 4.1203 0.0752
H -2.1518 4.5763 -0.1776
C 6.0558 4.0384 -1.8585
H 3.3973 3.7760 -2.4019
C 5.0936 2.9808 -1.3751
H -1.4286 -1.6409 3.1795
H 3.6084 -4.9574 3.4971
H -1.0823 3.5576 -3.1499
H -1.3053 -0.3478 4.3852
C 3.2672 -0.6330 2.2433
C -3.0189 4.1107 -0.6398
H -5.0306 -0.2526 2.6702
C 0.9597 -2.0806 -2.4559
C -4.6055 -0.6517 1.7515
N 1.7738 -2.5298 -0.5425
C -3.5075 -1.7018 -0.5740
H 3.8444 -3.7301 4.7460
C -2.4013 0.1896 2.5716
H 6.2775 3.9329 -2.9246
C -3.2444 -0.4970 1.5209
N -2.7003 2.7412 -1.0181
C 0.6959 1.2530 2.9429
H 6.5526 1.7801 -0.3592
H -3.9141 -2.7218 -2.3694
H 1.0772 4.1783 -1.5746
H -1.5028 0.5264 2.0734
C 2.8457 2.0462 -1.2946
H -1.7701 -0.5925 -2.3293
S 0.9754 2.0982 4.3125
C -2.5265 -1.1877 -2.8449
H 1.7122 -3.9354 -3.4571
C 3.7541 3.0035 -1.7275
H 2.7491 -4.3682 -0.9582
C -3.7829 1.8496 -1.4718
C 3.0547 -2.9565 2.8986
H 2.1153 -4.2143 1.4365
C 0.7896 3.2457 -2.0324
H -2.4731 -4.2298 -1.1286
C 4.6090 0.9310 -0.1685
H 7.0023 3.9741 -1.3194
N 0.9711 1.0596 -2.4732
N 0.4989 0.6522 1.9657
C -2.5938 -1.0457 0.3445
C 2.4632 -3.2143 1.6763
H -3.8605 1.1359 3.9044
H -1.1626 -3.0368 -1.1253
H -2.8460 -1.2124 4.1581
C -1.9657 -0.8105 3.6443
H 2.2225 -4.2995 4.3614
C -4.8640 -1.8183 -0.2978
*
```

The value obtained for the energy above the lowest of the compared OMol25 structures with the same formula, charge and spin is 194.0 kJ/mol. For the max |F|, the calculation gives 1.31 eV/A. For the HOMO-LUMO gap, the calculation gives 0.197 hartree.

Entry 4:
Here is C36H41B2F9N7O5S3SeSr as an isolated structure at a distorted geometry from the Open Molecules 2025 dataset. Energies are from ωB97M-V with the def2-TZVPD basis set.

Structure (ORCA input):
```
! wB97M-V def2-TZVPD RIJCOSX def2/J DEFGRID3
* xyz 1 1
C 1.1420 -1.4275 6.5661
C -3.6628 2.7245 -3.7742
C 5.5607 2.9688 -0.0707
N -2.6448 -2.4510 -0.1156
C 1.2162 -4.9251 1.2003
H -4.3106 1.4216 -2.1534
S -1.9901 1.7042 -1.8265
H -3.4479 -2.2424 -4.4962
H 4.9949 -2.0911 -4.2525
F 1.7543 -1.6075 7.7236
C 3.2558 -0.4346 -1.2611
C 4.5004 -1.6285 -3.4091
H -4.8138 -1.7156 -3.5012
H -2.8824 3.4760 -3.9191
C 1.7937 -1.7252 5.3791
C 3.5236 4.2306 -0.2802
Sr -0.6292 -1.0180 -0.7179
H -5.5844 -2.8259 -1.5867
C 0.8630 -3.7206 0.3890
N 0.0692 2.1016 2.8350
H 0.9460 -5.8385 0.6716
H -4.9071 -4.1172 -0.5794
H -0.5615 6.3040 -0.8364
O -3.0841 -2.8688 1.1508
H 3.0228 -4.8842 -0.9323
C 1.1526 2.6119 4.9110
H 2.0832 2.3472 2.9622
O -0.3772 -2.7717 2.0602
C 4.0109 -1.5794 -1.0606
C -0.0649 2.6984 5.5087
H -4.4230 -3.4383 -3.6262
F -0.7705 -0.5808 7.6528
H -4.9922 3.5639 -5.2498
B -2.5741 -4.0455 1.5919
O 0.9884 -2.5360 -3.0158
C 1.2829 -3.6380 -1.0392
C -1.2654 4.3181 -1.3180
H 0.9473 1.2939 -0.9593
H -5.2806 -2.5643 0.1444
H -2.4856 3.1058 0.0408
C -0.8377 5.3885 -0.3153
S -2.5337 1.5645 2.7127
C 4.6460 -2.1726 -2.1422
H 0.7028 -4.8984 2.1573
H 6.6411 2.9352 -0.0344
H -3.4189 1.8729 -4.4128
N 0.1810 -2.7264 0.8036
C 2.2152 -4.6498 -1.6241
B 0.1541 -1.4629 -3.5977
H 4.1007 -1.9915 -0.0614
C 2.7824 3.0666 -0.1266
N 0.7461 -2.6811 -1.6908
C 1.1525 2.3517 3.5223
C -0.7933 -0.7871 5.3117
H -5.8173 2.6054 -4.0146
H 2.6236 -4.2584 -2.5525
C 4.8277 1.8017 0.0640
H 0.0209 5.0469 0.2660
N -1.8272 -1.9943 -2.5238
C -1.6210 3.0147 -0.6163
H -0.4509 4.1391 -2.0260
H 5.2552 -3.0543 -1.9924
H 5.4856 5.0893 -0.3718
F -2.0470 -0.3332 5.2984
H 2.0705 2.7708 5.4538
H 2.5153 1.0124 -2.6709
C -0.1636 -1.0718 4.1044
C 4.9089 4.1822 -0.2531
C -1.1309 2.0676 3.4609
O -1.2855 -1.7978 -3.7390
C -4.9123 -3.0404 -0.7630
H -5.2224 4.2229 -3.6266
H -2.1272 4.6849 -1.8814
H 2.2933 -4.9435 1.3760
C 3.1080 0.1182 -2.5225
Se -1.1543 -1.0926 2.4701
H -0.7874 2.6229 -0.0262
C 1.1557 -1.5107 4.1704
H -0.1948 2.9583 6.5501
F 3.0383 -2.1905 5.4015
H -3.9675 3.0895 -1.6493
C -5.0076 3.3144 -4.1903
F -1.9157 -4.8867 0.7949
C -3.0636 -2.2946 -2.4180
F 1.8477 -1.7071 3.0479
S 2.4827 0.3214 0.1903
H 3.0199 5.1779 -0.4201
C -0.1519 -0.9290 6.5282
H 1.6990 3.0911 -0.1199
C -3.9977 -2.4358 -3.5791
N -1.1784 2.4699 4.7833
H -2.0955 2.4880 5.2081
C -3.6618 2.2824 -2.3156
F 0.6651 -1.0560 -4.7826
F 0.1763 -0.3251 -2.6432
N 0.9803 0.6904 -0.1352
H 3.5960 -0.0796 -4.5915
F -2.8499 -4.4415 2.8207
O -2.2386 0.4871 -0.9793
C 3.7242 -0.4925 -3.6009
H -1.6479 5.6173 0.3774
H 1.6803 -5.5755 -1.8466
C 3.4414 1.8598 0.0249
C -3.5197 -2.5687 -1.0352
H 5.3278 0.8489 0.1870
*
```

The value obtained for the energy above the lowest of the compared OMol25 structures with the same formula, charge and spin is 371.6 kJ/mol. For the max |F|, the calculation gives 3.12 eV/A. For the HOMO-LUMO gap, the calculation gives 0.295 hartree.

Copy entry 1 word for word.
Here is C36H40IrN5O2P2 as an isolated structure at a distorted geometry from the Open Molecules 2025 dataset. Energies are from ωB97M-V with the def2-TZVPD basis set.

Structure (ORCA input):
```
! wB97M-V def2-TZVPD RIJCOSX def2/J DEFGRID3
* xyz 2 1
C -2.3582 1.6387 -1.0359
C -3.6165 3.9542 3.7779
C -2.1778 2.7591 1.7101
C -1.1643 -1.1625 -3.2176
C 4.6515 1.5315 -1.2850
N -2.5216 0.2950 5.3447
C -2.6247 -2.3718 3.5557
P -1.2563 1.9121 0.3933
H 1.5190 -2.2701 -2.4309
H 1.3415 2.2053 1.5458
C 2.3198 4.5594 -0.6787
C -0.3844 -1.2532 -2.0905
C 1.2903 2.8884 0.7013
H 3.1705 5.1846 -0.9147
C -1.7956 4.0026 2.2018
P 1.4338 -1.4930 -0.1470
H -2.7896 0.2932 -3.7169
H -0.8072 3.9064 -1.7776
H -1.1117 -1.8041 -4.0809
H -2.4011 -0.3723 2.7847
C 3.4015 -3.4058 0.3009
C -2.5187 4.5986 3.2313
H -2.2261 5.5734 3.5976
H -1.7584 -2.3564 5.5253
H 1.6777 0.3422 -2.3739
C 3.8001 -0.1026 0.2557
C 0.1305 2.9633 -0.0758
H -0.8702 2.1252 4.8587
H -4.8754 2.2139 3.7044
N -0.6951 1.6376 5.7242
H 4.8359 -4.9722 0.5512
H -2.7253 0.9091 4.5666
H 3.9385 -2.9550 -0.5252
H 0.2090 1.7753 6.1424
C -0.4637 -0.8958 3.4655
H -3.6668 -0.9472 6.5813
N -1.5476 -1.6177 1.4008
C -3.3675 -0.8917 5.5328
H -3.3872 -3.0095 5.4438
H 0.6295 -2.9934 2.2094
H -0.9387 4.5135 1.7808
C 1.1741 4.6316 -1.4585
H 0.3827 -3.1995 -1.4562
C 1.5302 -3.4468 1.8163
C 2.2007 -2.8545 0.7513
H -4.2825 -0.6889 4.9743
H -0.2330 0.0082 7.5913
O 0.0911 0.0436 2.7797
H 1.1315 5.3094 -2.2998
H -2.4377 2.5542 -1.6248
C -2.7380 -2.2127 5.0756
H -2.2002 -3.3537 3.3283
C -2.0460 -0.0655 -3.0249
C 3.9056 -4.5472 0.9025
C 4.7787 0.8070 -0.1064
H -1.5722 -1.0185 7.3094
C 2.5510 0.4615 -1.7437
C 2.0358 -4.5897 2.4156
H 5.4294 2.2254 -1.5753
C -4.0014 2.7063 3.2951
C -1.4304 0.5741 6.0511
H -1.1671 -2.5585 1.3072
C -3.2807 2.1111 2.2712
C 0.0771 3.8379 -1.1587
C -1.8205 -1.2928 2.8409
H 3.8978 -0.6631 1.1773
H -4.1867 4.4294 4.5641
H 3.6178 -6.0351 2.4169
H -2.3992 -1.5925 0.8430
H -3.3607 1.4288 -0.6527
H 1.5131 -5.0433 3.2467
N -0.7201 -0.2398 -1.2106
H 3.4318 1.9467 -3.0034
H -3.6023 1.1511 1.8799
N -1.1056 -0.1502 7.1171
H 5.6455 0.9441 0.5257
C 2.3799 3.6880 0.4003
C -1.7643 0.4698 -1.7914
Ir -0.2395 -0.1838 0.7444
C 0.7255 -2.1863 -1.6831
C 2.6967 -0.2975 -0.5767
C 3.5352 1.3680 -2.0956
O -0.0015 -1.3920 4.4700
H 3.2747 3.6301 1.0045
H -3.6360 -2.3708 3.1337
C 3.2217 -5.1421 1.9538
*
```

For the max |F|, the calculation gives 1.65 eV/A. For the HOMO-LUMO gap, the calculation gives 0.222 hartree.